# 1
Below is the molecule C5H5N in a non-equilibrium geometry, with properties calculated with ωB97M-V with the def2-TZVPD basis set.

```
11
Properties=species:S:1:pos:R:3:mulliken_charge:R:1
N -1.81 1.83 1.97 -0.39
C -1.07 1.17 1.39 -0.03
C -0.05 0.24 0.84 0.12
C 0.47 0.44 -0.59 -0.27
C 0.90 -0.95 -0.89 -0.36
C -0.50 -0.67 -0.33 -0.33
H 0.69 -0.12 1.68 0.24
H 0.12 1.19 -1.24 0.29
H 1.12 -1.20 -1.92 0.28
H 1.62 -1.37 -0.17 0.16
H -1.48 -0.57 -0.74 0.30
```

Largest force on an atom (eV/A): 2.332
ΔE to the lowest compared entry with this formula, charge and spin (kcal/mol): 65.94
E_HOMO (eV): -10.18
E (eV): -6753.04840



# 2
Below is the molecule C5H5N in a non-equilibrium geometry, with properties calculated with ωB97M-V with the def2-TZVPD basis set.

```
11
Properties=species:S:1:pos:R:3:mulliken_charge:R:1
C 0.79 -0.15 -2.18 -1.20
C 0.25 -0.33 -0.84 0.60
C -0.14 -0.41 0.29 -0.20
C -0.47 -0.32 1.72 -0.38
C -1.06 0.99 2.02 0.17
N -1.51 2.03 2.23 -0.36
H 0.21 -0.67 -2.95 0.31
H 1.83 -0.51 -2.22 0.28
H 0.80 0.92 -2.42 0.28
H -1.15 -1.11 2.05 0.27
H 0.45 -0.43 2.30 0.22
```

Largest force on an atom (eV/A): 1.121
ΔE to the lowest compared entry with this formula, charge and spin (kcal/mol): 45.05
E_HOMO (eV): -10.16
E (eV): -6753.95443



# 3
Below is a structure of composition C5H5N in a non-equilibrium geometry, with properties calculated with ωB97M-V with the def2-TZVPD basis set.

```
11
Properties=species:S:1:pos:R:3:mulliken_charge:R:1
C 0.01 -0.24 -0.32 0.39
C 0.94 0.85 -0.02 0.01
C -0.31 -0.66 -1.55 -0.78
N 2.09 1.09 -0.37 -0.51
C -0.78 -0.21 0.91 -0.24
C -1.56 -0.90 1.62 -0.25
H 2.59 1.89 0.00 0.28
H 0.01 0.84 1.30 0.15
H -1.16 -1.30 -1.71 0.30
H 0.34 -0.42 -2.38 0.32
H -2.17 -0.92 2.50 0.32
```

Largest force on an atom (eV/A): 2.110
ΔE to the lowest compared entry with this formula, charge and spin (kcal/mol): 153.11
E_HOMO (alpha / beta) (eV): -7.94 / -8.15
E (eV): -6749.26826



The highest largest force on an atom belongs to which entry? number 1



Look up the largest force on an atom of the third one. 2.110 eV/A



The highest ΔE to the lowest compared entry with this formula, charge and spin belongs to which entry? number 3